16
Properties=species:S:1:pos:R:3:forces:R:3:mulliken_charge:R:1 method="wB97M-V/def2-TZVPD" total_energy_ha=-305.01636 lumo_energy_ev=0.93 gap_ev=8.94 spin_multiplicity=1 homo_ev=-8.01
C 1.70905 -0.47430 1.72517 -1.1 1.0 -0.9 -1.2221
C 0.74236 -0.14805 0.60264 0.0 0.1 -1.0 0.4320
N -0.42756 -0.87935 0.59850 0.3 0.1 0.2 -0.4068
C 0.89700 0.80454 -0.36192 -0.4 0.8 3.0 -0.3508
N -0.34259 1.33034 -0.90475 0.3 -0.7 -2.0 -0.4987
H 2.08186 -1.48139 1.60825 0.3 -0.2 0.4 0.3002
H 2.45826 0.30493 1.82701 0.5 -0.3 -0.3 0.3262
H 1.06806 -0.31731 2.59583 0.2 -0.6 0.3 0.3488
H -0.61316 -1.45104 1.38714 -0.1 -0.4 0.6 0.2473
H -1.21807 -0.34443 0.30040 -0.3 0.0 -0.4 0.1638
H 1.76621 1.43707 -0.19653 0.0 0.2 -0.6 0.2477
H -0.69604 2.24930 -0.67012 0.6 0.1 0.9 0.1736
H -0.20064 1.42112 -1.90195 -0.3 -0.1 -0.3 0.2468
O -2.74894 -1.00450 -2.03480 0.8 0.7 -0.3 -0.6601
H -2.14445 -0.32567 -1.67440 -0.4 -0.3 0.2 0.3381
H -2.33135 -1.12126 -2.90047 -0.4 -0.3 0.1 0.3138


78
Properties=species:S:1:pos:R:3:forces:R:3:mulliken_charge:R:1 method="wB97M-V/def2-TZVPD" total_energy_ha=-6757.75264 lumo_energy_ev=-8.45 gap_ev=6.55 spin_multiplicity=1 homo_ev=-14.99 charge=+3
Zr -0.11659 0.22724 0.33338 0.0 0.0 0.1 0.0439
C -1.15867 2.49160 0.17908 0.0 0.0 0.0 -0.6096
C -1.34164 1.88718 -1.07771 0.0 0.0 0.0 -0.6237
C -2.20319 0.77877 -0.91362 0.0 0.0 0.0 -0.3003
C -2.59000 0.72712 0.44539 0.0 0.0 0.0 -1.2205
C -1.93444 1.77418 1.12418 0.0 0.0 0.0 -0.2304
H -0.55496 3.36602 0.37105 0.0 0.0 0.0 0.5506
H -0.87920 2.20651 -1.99646 0.0 0.0 0.0 0.6683
H -2.55644 0.13396 -1.70127 0.0 0.0 0.0 0.7306
H -3.30966 0.04268 0.87097 0.0 0.0 0.0 0.8323
H -2.04390 2.02111 2.16898 0.0 0.0 0.0 0.6448
N -1.25563 -5.14830 -0.95956 0.0 0.0 0.0 0.0947
C -0.56879 -4.53818 0.23891 0.0 0.0 0.0 -0.2908
C 0.85582 -4.15343 -0.16849 0.0 0.0 0.0 -0.9402
C 1.44974 -3.05038 0.72638 0.0 0.0 0.0 0.2151
N 1.32623 -1.69896 0.09925 0.0 0.0 0.0 0.3452
C 0.78937 -3.05425 2.09277 0.0 0.0 0.0 -1.7149
C -0.70870 -2.75802 2.00520 0.0 0.0 0.0 -0.1821
N -0.94172 -1.28428 2.03437 0.0 0.0 0.0 -0.6664
C -1.35863 -3.33456 0.73420 0.0 0.0 0.0 -0.2826
H -0.74751 -5.97031 -1.29595 0.0 0.0 0.0 0.4443
H -1.28713 -4.44730 -1.73470 0.0 0.0 0.0 -0.0361
H -2.21001 -5.44782 -0.74625 0.0 0.0 0.0 0.4676
H -0.56160 -5.31789 1.00181 0.0 0.0 0.0 0.3033
H 0.87091 -3.81437 -1.20908 0.0 0.0 0.0 0.0172
H 1.49835 -5.03338 -0.11428 0.0 0.0 0.0 0.4727
H 2.51205 -3.26514 0.84280 0.0 0.0 0.0 0.6123
H 1.46074 -1.79297 -0.91704 0.0 0.0 0.0 -0.5806
H 2.14540 -1.16055 0.38637 0.0 0.0 0.0 0.0858
H 1.27274 -2.33552 2.76023 0.0 0.0 0.0 0.6134
H 0.94046 -4.03072 2.55708 0.0 0.0 0.0 0.4950
H -1.19434 -3.19397 2.87988 0.0 0.0 0.0 0.4820
H -0.51953 -0.92448 2.89079 0.0 0.0 0.0 0.2445
H -1.93845 -1.12061 2.15653 0.0 0.0 0.0 0.3190
H -1.35755 -2.57601 -0.05628 0.0 0.0 0.0 -0.3860
H -2.40094 -3.59645 0.93129 0.0 0.0 0.0 0.6924
N 7.50621 0.96836 -2.89792 0.0 0.0 0.0 -0.4308
C 6.23924 1.10398 -2.48275 0.0 0.0 0.0 1.0457
C 5.42655 2.14643 -2.98015 0.0 0.0 0.0 -0.9532
C 4.13723 2.29485 -2.54715 0.0 0.0 0.0 -0.4803
C 3.60754 1.39307 -1.61009 0.0 0.0 0.0 -0.2708
C 4.40062 0.35204 -1.10785 0.0 0.0 0.0 -0.3175
C 5.69213 0.20782 -1.53078 0.0 0.0 0.0 -1.0432
S 2.00170 1.62859 -1.10590 0.0 0.0 0.0 1.9840
O 1.54366 2.93195 -1.45712 0.0 0.0 0.0 -0.7253
O 1.07821 0.50148 -1.56070 0.1 0.0 -0.1 -0.2885
N 1.79728 1.21646 0.44407 0.0 0.0 0.0 0.3600
C 1.75170 1.89091 1.64454 0.0 0.0 0.0 0.3691
N 2.52337 2.87798 2.01783 0.0 0.0 0.0 -0.5820
C 2.29341 3.34509 3.24877 0.0 0.0 0.0 -0.3804
C 1.30413 2.82672 4.07979 0.0 0.0 0.0 -0.8299
C 0.52837 1.80362 3.57733 0.0 0.0 0.0 0.0395
N 0.74950 1.31793 2.34801 0.0 0.0 0.0 0.3474
H 7.91564 1.62452 -3.54049 0.0 0.0 0.0 0.2126
H 8.11014 0.26114 -2.51733 0.0 0.0 0.0 0.2093
H 5.83662 2.84619 -3.69628 0.0 0.0 0.0 0.3616
H 3.53177 3.11192 -2.91420 0.0 0.0 0.0 0.5455
H 4.01483 -0.32531 -0.35596 0.0 0.0 0.0 0.3152
H 6.31309 -0.58071 -1.12641 0.0 0.0 0.0 0.3500
H 2.92330 4.16402 3.57482 0.0 0.0 0.0 0.4759
H 1.14132 3.21907 5.07223 0.0 0.0 0.0 0.4318
H -0.28144 1.37158 4.15435 0.0 0.0 0.0 0.4532
C -2.98976 -2.03563 -3.43235 0.0 0.0 0.0 -1.4437
Se -1.15044 -2.25874 -2.82366 0.0 0.0 0.0 0.2862
C -0.27956 -2.01864 -4.56803 0.0 0.0 0.0 -0.8179
C 1.01694 -1.24762 -4.45256 0.0 0.0 0.0 -0.8442
Se 2.34815 -2.06316 -3.29074 0.0 0.0 0.0 0.3186
C 2.65312 -3.68744 -4.31807 0.0 0.0 0.0 -1.2176
H -3.22045 -2.78478 -4.18400 0.0 0.0 0.0 0.4032
H -3.11926 -1.03845 -3.84590 0.0 0.0 0.0 0.4774
H -3.64939 -2.16517 -2.57626 0.0 0.0 0.0 0.4299
H -0.99734 -1.47038 -5.17850 0.0 0.0 0.0 0.5877
H -0.13883 -3.00165 -5.01101 0.0 0.0 0.0 0.4549
H 0.85098 -0.25217 -4.04492 0.0 0.0 0.0 0.1582
H 1.46854 -1.14404 -5.43946 0.0 0.0 0.0 0.6027
H 2.95438 -3.41762 -5.32693 0.0 0.0 0.0 0.3794
H 1.76956 -4.32000 -4.34352 0.0 0.0 0.0 0.3112
H 3.46916 -4.22189 -3.83787 0.0 0.0 0.0 0.4043